[1]
Density functional theory data (ωB97M-V/def2-TZVPD) for a molecular structure, C28H38CrN7O4PS at a distorted geometry.

Element x y z (Å)
C  -1.584  -0.121  4.171
H  0.041  -4.378  -1.290
C  3.794  -0.878  -0.284
C  0.216  -0.493  2.402
H  5.333  3.549  0.040
H  -3.158  0.301  5.548
H  -2.745  -1.181  -2.515
C  1.588  -4.135  4.260
H  -0.417  2.050  1.856
C  3.142  -3.291  -0.517
N  -1.644  0.437  -4.021
C  2.134  -4.188  -0.774
H  -3.976  2.534  -2.544
H  -3.548  3.594  -3.907
H  5.676  -0.207  0.399
C  -2.691  2.007  4.347
H  -0.708  -1.254  -4.815
H  2.589  -0.993  3.553
N  3.278  0.355  -0.368
H  -3.176  -0.448  -5.145
C  2.864  -1.910  -0.548
C  -0.171  -2.895  3.177
N  -2.714  0.705  -1.621
C  0.855  -3.707  -1.073
H  -0.331  -1.931  -1.302
P  -1.485  1.286  -2.585
H  -4.021  1.664  -0.290
N  4.340  3.651  0.155
O  -1.511  -1.573  1.060
H  -2.592  1.105  -5.773
H  -1.017  4.124  -4.178
H  -2.709  0.754  0.477
C  -0.776  0.369  3.154
N  -1.942  2.890  -2.731
H  5.234  -1.824  0.977
O  -0.056  1.218  -2.188
H  1.284  1.154  2.359
C  3.561  2.564  -0.083
H  3.928  4.546  -0.038
Cr  1.394  0.514  -0.615
C  -3.309  3.326  -2.871
C  -3.108  -0.690  -1.614
O  1.384  0.243  2.048
N  1.606  -1.460  -0.837
H  1.961  -5.047  4.703
H  5.782  -1.606  -0.688
H  2.324  -5.250  -0.758
H  4.143  -3.627  -0.295
O  -0.392  0.118  0.180
C  0.647  -2.343  -1.088
H  -3.433  2.639  4.814
H  -1.141  4.800  -2.542
H  -4.201  -0.747  -1.592
C  -0.506  -0.193  -4.644
C  -2.815  0.546  -4.855
C  1.940  -1.854  3.603
C  0.651  -1.775  3.080
S  1.851  2.832  -0.227
C  -0.970  1.678  2.711
C  5.210  -1.148  0.122
H  -0.357  -4.916  3.836
H  -1.485  -1.145  4.492
C  -2.964  1.392  -0.369
H  -0.277  0.280  -5.605
H  0.351  -0.091  -3.982
C  -0.632  -0.724  1.084
H  -3.609  1.057  -4.316
C  -1.915  2.490  3.307
C  -0.965  3.882  -3.109
C  0.298  -4.059  3.764
C  2.406  -3.022  4.178
N  4.113  1.390  -0.129
H  0.028  3.510  -2.869
C  -2.531  0.697  4.763
H  -2.057  3.496  2.943
H  -2.716  -1.210  -0.735
H  -2.353  2.292  -0.321
H  3.415  -3.064  4.565
H  -3.484  4.208  -2.245
H  -1.169  -2.871  2.768

Values from the calculation:
LUMO level (spin up / spin down) = -0.239 / -0.618 eV
orbital gap (spin up / spin down) = 6.7 / 7.2 eV
spin multiplicity = 5
total charge = 0
HOMO energy (spin up / spin down) = -7.0 / -7.8 eV



[2]
Density functional theory data (ωB97M-V/def2-TZVPD) for a molecular structure, C28H38HfN4P2 at a distorted geometry.

Element x y z (Å)
H  0.083  1.585  3.576
C  -5.926  -0.626  -0.739
H  -2.287  -4.149  3.721
C  2.161  2.040  3.741
H  -6.914  -0.220  -0.864
C  0.391  0.091  -4.999
C  -4.142  -2.002  -0.443
H  3.662  0.996  2.626
H  0.342  4.125  0.444
H  1.750  -0.339  2.197
H  4.242  1.622  4.210
H  -0.181  -1.683  0.115
H  -0.591  0.558  -4.919
C  1.575  -2.675  -2.141
N  -3.701  -0.678  -0.347
H  -2.582  -1.936  5.305
P  0.506  0.040  -2.051
H  3.915  -3.403  0.082
H  -6.135  -2.873  -0.746
H  -1.816  -0.584  -2.315
H  0.270  0.449  1.571
C  4.122  3.094  2.705
H  5.167  2.901  2.414
C  1.107  1.497  3.158
H  3.237  4.507  1.226
H  2.825  -1.762  -3.876
C  2.815  2.567  0.619
C  3.199  -2.960  -0.598
H  -4.663  1.212  -0.724
H  -0.764  -2.018  -2.496
C  -2.601  2.715  -0.864
H  3.245  -0.792  -0.079
H  2.569  -4.598  -2.031
N  1.763  -1.437  -1.524
C  2.799  -1.617  -0.615
H  2.773  2.860  -0.456
C  -2.574  -1.964  4.227
H  4.058  3.922  3.435
H  -2.186  -3.277  1.217
H  0.985  0.448  -7.101
N  1.090  -0.425  -3.900
H  3.195  0.537  0.985
C  3.355  3.445  1.475
C  -2.390  -3.113  3.419
C  -0.301  3.395  0.945
C  1.309  0.645  1.935
H  -2.571  3.768  -0.510
C  -2.656  -0.880  3.362
C  -5.516  -1.998  -0.663
H  3.092  -1.221  -6.438
H  2.050  2.672  4.640
C  -0.930  -1.110  -1.900
C  2.477  -3.603  -1.635
H  -1.675  -2.470  -0.420
C  -4.792  0.153  -0.597
H  0.814  -2.834  -2.896
H  -2.772  2.744  -1.968
H  0.167  3.231  1.908
Hf  -0.797  1.617  -0.279
C  2.306  1.171  0.859
N  -2.453  -1.284  2.057
C  -1.139  -1.516  -0.415
C  1.178  -0.032  -6.155
H  1.880  0.932  -0.131
H  -1.189  3.996  1.169
C  2.169  -1.130  -4.456
H  -3.520  2.296  -0.409
C  2.290  -0.858  -5.817
H  -2.880  0.141  3.571
C  3.593  1.815  3.344
H  -3.466  -2.846  -0.369
P  -2.101  -0.207  0.519
C  -2.311  -2.669  2.107

Values from the calculation:
LUMO level (spin up / spin down) = -8.842 / -8.842 eV
orbital gap (spin up / spin down) = 4.4 / 4.4 eV
energy above the lowest of the compared OMol25 structures with the same formula, charge and spin = 480.5 kJ/mol
total charge = +2
HOMO energy (spin up / spin down) = -13.3 / -13.3 eV



[3]
Density functional theory data (ωB97M-V/def2-TZVPD) for a molecular structure, C28H38N4O3P2RuS at a distorted geometry.

Element x y z (Å)
H  1.096  -0.504  -5.654
C  -1.045  1.678  4.689
N  -1.654  1.066  -2.742
C  -1.588  1.617  -1.461
C  1.553  -1.302  6.225
H  -1.781  3.672  -0.735
H  5.312  1.770  -4.128
N  -3.196  -1.099  -3.333
H  1.461  -1.194  7.311
C  -1.358  0.675  3.777
H  -6.079  -1.080  -4.907
C  -0.081  2.822  4.465
O  -0.469  -0.522  9.094
H  2.594  1.026  4.696
C  0.443  -0.261  2.213
H  0.153  -1.315  2.154
H  1.018  2.483  2.608
C  -1.786  2.971  -1.558
H  -1.402  0.977  -0.611
H  2.116  -4.080  -2.855
C  3.205  0.320  -2.036
H  -2.169  1.734  9.598
H  -1.457  0.014  -5.297
C  4.548  1.188  -3.630
H  -2.159  4.253  -3.368
H  0.727  0.750  -4.462
H  -2.231  0.065  3.996
H  -2.342  2.401  7.924
C  -0.835  0.601  2.352
H  -1.712  1.802  5.541
O  -1.222  -0.642  6.614
S  -0.982  0.392  7.972
H  0.210  3.200  5.451
C  3.766  0.222  -4.221
H  3.273  -4.219  -7.044
C  2.335  -3.885  -3.895
H  2.657  0.042  -1.148
C  1.408  -0.125  3.370
H  -1.988  1.914  -4.704
P  -1.547  -0.648  -2.973
C  -1.984  3.275  -2.939
C  4.190  1.254  -2.249
O  0.284  1.201  7.651
C  -1.903  2.100  -3.645
H  -5.449  -3.461  -3.747
H  2.341  -1.768  -6.403
C  -0.867  -0.687  -4.696
H  3.133  -5.721  -4.777
H  -3.294  0.940  8.431
H  2.076  -0.974  3.511
H  -1.615  0.167  1.717
H  -0.589  3.653  3.952
H  -3.024  -3.093  -2.554
H  0.950  -0.024  1.265
C  -5.177  -1.313  -4.358
P  1.522  -1.328  -3.421
C  -2.327  1.474  8.532
H  1.976  3.166  3.905
C  -3.633  -2.407  -3.126
H  -0.988  -1.683  -5.130
H  2.584  -1.071  5.930
C  1.721  1.049  4.048
H  -4.012  0.597  -4.375
C  0.622  -0.316  -4.684
C  1.197  2.428  3.686
Ru  0.181  -0.101  5.229
C  -4.849  -2.562  -3.746
H  -0.657  1.610  1.971
H  4.623  1.899  -1.497
H  1.347  -2.351  5.975
N  2.083  -2.620  -4.430
C  2.848  -4.683  -4.885
H  3.729  -0.137  -5.237
N  2.940  -0.325  -3.245
C  2.922  -3.895  -6.074
C  2.454  -2.639  -5.776
C  -4.148  -0.436  -4.099

Values from the calculation:
LUMO level (spin up / spin down) = -5.516 / -9.340 eV
orbital gap (spin up / spin down) = 6.6 / 2.8 eV
spin multiplicity = 5
energy above the lowest of the compared OMol25 structures with the same formula, charge and spin = 0.0 kJ/mol
total charge = +2
HOMO energy (spin up / spin down) = -12.1 / -12.1 eV



[4]
Density functional theory data (ωB97M-V/def2-TZVPD) for a molecular structure, C28H38N4O3P2STc at a distorted geometry.

Element x y z (Å)
C  0.924  0.581  -3.586
O  -0.360  1.621  3.979
Tc  0.409  1.494  -0.662
C  -0.445  -0.136  -3.533
H  3.499  -0.011  2.607
O  -1.165  0.135  2.220
C  -3.382  -2.910  0.282
N  -2.615  -1.995  1.046
H  2.573  1.014  -2.282
H  4.731  -1.475  -0.759
N  3.559  0.254  -0.259
C  -5.082  1.384  -0.772
H  -0.836  -1.899  4.210
C  -4.440  -2.531  2.269
H  2.191  3.249  -1.813
O  -2.477  0.387  4.314
C  4.003  -2.168  2.889
C  -4.332  0.218  -0.663
H  -5.186  -4.068  0.797
H  -0.993  -2.358  -1.397
H  -0.082  4.406  -2.122
H  -4.546  -0.760  -1.094
C  -3.357  1.723  0.655
C  1.493  1.251  -2.339
H  1.645  -3.433  0.924
H  -3.034  -3.176  -0.703
H  1.697  -2.665  -0.830
H  -2.141  -0.360  -2.195
C  -1.373  1.650  -2.021
C  1.256  2.694  -1.993
H  -5.965  1.516  -1.391
C  4.713  -0.403  -0.689
H  0.889  1.331  -4.385
H  3.179  2.372  0.155
H  -0.945  0.027  -4.512
C  0.229  3.535  -2.743
C  -0.241  -0.996  4.360
S  -1.140  0.417  3.748
C  2.375  -2.874  1.494
N  2.369  -1.460  1.456
H  -2.662  2.128  1.387
H  0.688  -1.071  3.794
H  -2.405  1.852  -1.620
H  -5.108  -2.559  3.130
H  -3.038  -0.898  2.856
H  -4.735  3.391  0.172
H  1.984  2.283  1.593
C  -0.388  -2.151  -0.504
C  5.158  1.836  -0.686
C  1.060  -1.776  -0.923
P  1.877  -0.454  0.057
C  5.702  0.546  -0.987
H  -0.017  -0.874  5.423
H  -0.379  -1.237  -3.510
H  1.251  0.769  1.979
H  6.679  0.353  -1.402
H  -0.405  -3.041  0.141
H  -1.905  3.426  -3.116
C  -3.371  -1.692  2.210
C  -4.464  2.351  0.053
C  1.114  1.654  1.328
H  1.147  -1.533  -1.999
C  3.868  1.635  -0.205
H  0.237  2.223  1.706
C  -4.460  -3.306  1.059
H  -0.974  2.309  -4.099
H  5.623  2.811  -0.803
N  -3.248  0.422  0.187
P  -1.587  -0.878  0.431
C  3.354  -1.055  2.383
C  3.388  -3.324  2.305
H  1.634  -0.199  -3.880
C  -1.304  0.306  -2.429
H  3.669  -4.371  2.460
C  -1.054  2.727  -3.078
H  0.636  3.994  -3.664
H  4.837  -2.178  3.590

Values from the calculation:
LUMO level (spin up / spin down) = -7.129 / -9.891 eV
orbital gap (spin up / spin down) = 6.3 / 2.7 eV
spin multiplicity = 4
energy above the lowest of the compared OMol25 structures with the same formula, charge and spin = 425.9 kJ/mol
total charge = +2
HOMO energy (spin up / spin down) = -13.4 / -12.6 eV



| no. | E_tot (eV) |
| --- | --- |
| 1 | -96823.548 |
| 2 | -55470.620 |
| 3 | -73728.623 |
| 4 | -73339.736 |